Record 1
The molecule C2H8Cl2Si2, computed with ωB97M-V with the def2-TZVPD basis set.

Results
- SMILES = C[SiH2][Si](C)(Cl)Cl
- frontier orbital gap (eV) = 10.26
- relative energy (zero: lowest compared OMol25 entry of this formula, charge and spin) (kJ/mol) = 116.2
- total charge = 0
- LUMO (eV) = 0.583

Positions of all 14 atoms, in Å:
C -1.391 0.782 0.950
C 1.501 -0.133 -1.892
Si -0.147 -0.582 1.256
Si 1.756 0.061 0.041
Cl 2.377 1.976 0.291
Cl 3.359 -1.213 0.477
H -0.972 1.747 0.903
H -2.048 0.539 -0.041
H -1.943 0.795 1.900
H 2.199 0.376 -2.498
H 1.281 -1.210 -2.025
H 0.629 0.266 -2.183
H -0.312 -0.804 2.636
H -0.206 -1.912 0.514

Atom charges from the natural (NBO) analysis, given in e for atoms 1 to 8:
1 C -1.095
2 C -1.054
3 Si 0.686
4 Si 1.050
5 Cl -0.373
6 Cl -0.391
7 H 0.247
8 H 0.251

Record 2
A cluster of 2 separate species, C2H8ClFO7P2S2 in total, computed with ωB97M-V with the def2-TZVPD basis set.

Results
- frontier orbital gap (eV) = 5.48
- total charge = 0
- LUMO (eV) = -2.465

Positions of all 23 atoms, in Å:
C 0.800 -0.749 3.764
C 0.105 0.496 3.206
F 1.011 1.453 2.910
S -0.786 -0.071 1.661
S -2.724 0.664 1.710
P 0.191 0.758 -0.070
P 0.789 -1.104 -1.099
O 0.360 -2.236 -0.261
O -0.040 -1.120 -2.419
O 2.356 -1.169 -1.356
H 0.091 -1.574 3.667
H 1.645 -1.010 3.123
H 1.095 -0.563 4.795
H -0.682 0.874 3.862
H -3.333 -0.371 2.348
H 1.332 1.458 0.382
H -0.609 -1.909 -2.424
H 2.706 -1.781 -0.684
O -1.993 0.737 -4.905
Cl -0.862 1.592 -4.633
O 0.345 0.985 -5.142
O -0.734 1.757 -3.193
O -1.060 2.881 -5.242

Atom charges from the natural (NBO) analysis, given in e for atoms 1 to 8:
1 C -0.661
2 C 0.132
3 F -0.324
4 S 0.328
5 S 0.002
6 P 0.150
7 P 2.154
8 O -1.138

Record 3
A structure of composition C2H8ClN2NaO12, computed with ωB97M-V with the def2-TZVPD basis set.

Results
- frontier orbital gap (eV) = 5.06
- relative energy (zero: lowest compared OMol25 entry of this formula, charge and spin) (kJ/mol) = 0.0
- total charge = -2
- LUMO (eV) = 3.162

Positions of all 26 atoms, in Å:
Na 0.317 0.439 -0.278
N 3.739 3.293 1.797
O 3.919 3.280 2.960
O 4.681 3.752 1.083
O 2.742 2.942 1.238
N 2.696 3.196 -3.697
O 2.334 3.688 -4.762
O 3.744 3.571 -3.174
O 2.000 2.442 -3.088
Cl 1.642 -3.896 -0.722
O 1.142 -5.030 -0.042
O 2.685 -4.258 -1.586
O 0.562 -3.295 -1.456
O 2.270 -3.005 0.207
C -1.699 -1.609 3.330
O -0.934 -0.401 3.105
H -2.542 -1.734 2.651
H -1.028 -2.464 3.247
H -2.166 -1.699 4.311
H -0.896 0.059 3.947
C -4.384 -0.221 -1.490
O -3.307 0.644 -1.164
H -5.285 0.244 -1.090
H -4.485 -0.181 -2.574
H -4.261 -1.273 -1.230
H -3.487 1.515 -1.525

Atom charges from the natural (NBO) analysis, given in e for atoms 1 to 8:
1 Na 0.985
2 N 0.727
3 O -0.544
4 O -0.606
5 O -0.574
6 N 0.724
7 O -0.597
8 O -0.545

Record 4
The ion C2H8ClNP with charge +1, computed with ωB97M-V with the def2-TZVPD basis set.

Results
- frontier orbital gap (eV) = 8.81
- total charge = +1
- LUMO (eV) = -4.867

Positions of all 13 atoms, in Å:
N 0.121 -1.996 0.274
C -0.668 -0.849 -0.198
C 0.208 0.216 -0.884
P 0.397 1.654 0.273
Cl -1.390 2.391 0.926
H -0.363 -2.355 1.083
H 1.020 -1.696 0.629
H -1.241 -0.404 0.619
H -1.395 -1.227 -0.906
H -0.172 0.573 -1.834
H 1.234 -0.119 -1.046
H 1.177 2.652 -0.350
H 1.072 1.160 1.415

Atom charges from the natural (NBO) analysis, given in e for atoms 1 to 8:
1 N -0.797
2 C -0.238
3 C -0.685
4 P 0.979
5 Cl -0.096
6 H 0.374
7 H 0.345
8 H 0.179

Record 5
A structure of composition C2H8ClO2, computed with ωB97M-V with the def2-TZVPD basis set.

Results
- frontier orbital gap (eV) = 7.96
- relative energy (zero: lowest compared OMol25 entry of this formula, charge and spin) (kJ/mol) = 396.4
- total charge = -1
- LUMO (eV) = 4.235

Positions of all 13 atoms, in Å:
Cl -0.860 -1.088 -0.864
C -0.145 1.591 -2.227
O 0.270 0.828 -1.116
H -0.321 0.868 -3.023
H -1.088 2.065 -1.953
H 0.582 2.388 -2.381
H -0.207 -0.004 -1.065
C 0.439 -1.134 2.409
O -0.279 -1.658 1.305
H 0.103 -1.504 3.378
H 1.501 -1.378 2.399
H 0.373 -0.047 2.450
H -0.369 -0.927 0.689

Atom charges from the natural (NBO) analysis, given in e for atoms 1 to 8:
1 Cl -0.584
2 C -0.264
3 O -0.782
4 H 0.159
5 H 0.135
6 H 0.151
7 H 0.312
8 C -0.257

Record 6
A structure of composition C2H8CsO2, computed with ωB97M-V with the def2-TZVPD basis set.

Results
- frontier orbital gap (eV) = 11.02
- relative energy (zero: lowest compared OMol25 entry of this formula, charge and spin) (kJ/mol) = 59.0
- total charge = +1
- LUMO (eV) = -3.368

Positions of all 13 atoms, in Å:
Cs 1.522 -2.462 0.458
C 1.189 1.426 -0.390
O 2.006 0.366 0.115
H 1.797 2.280 -0.689
H 0.677 1.040 -1.266
H 0.449 1.738 0.346
H 2.547 0.715 0.830
C -1.759 -1.019 -0.222
O -1.066 -0.624 0.968
H -2.592 -1.682 0.001
H -2.094 -0.159 -0.804
H -1.030 -1.546 -0.845
H -1.646 -0.072 1.499

Atom charges from the natural (NBO) analysis, given in e for atoms 1 to 8:
1 Cs 0.992
2 C -0.248
3 O -0.784
4 H 0.190
5 H 0.184
6 H 0.181
7 H 0.482
8 C -0.250

Record 7
A cluster of 2 separate species, C2H8FP3 in total, computed with ωB97M-V with the def2-TZVPD basis set.

Results
- SMILES = [H]/P=C\P.FCP
- frontier orbital gap (eV) = 7.97
- relative energy (zero: lowest compared OMol25 entry of this formula, charge and spin) (kJ/mol) = 179.4
- total charge = 0
- LUMO (eV) = -0.538

Positions of all 14 atoms, in Å:
C 0.896 -2.040 0.416
C -1.538 1.122 0.581
F 1.916 -2.195 1.339
P -1.380 0.695 -1.113
P 1.184 -0.675 -0.821
P -0.487 2.246 1.326
H 0.060 -1.721 0.979
H 0.689 -3.037 -0.017
H -2.160 0.298 0.954
H -2.698 1.399 -1.576
H -0.483 1.809 -1.391
H 2.598 -0.874 -0.823
H 1.349 0.247 0.083
H 0.053 2.725 0.062

Atom charges from the natural (NBO) analysis, given in e for atoms 1 to 8:
1 C -0.205
2 C -0.960
3 F -0.370
4 P 0.346
5 P 0.269
6 P 0.456
7 H 0.175
8 H 0.187

Record 8
The molecule C2H8N2, computed with ωB97M-V with the def2-TZVPD basis set.

Results
- SMILES = NCCN
- frontier orbital gap (eV) = 10.23
- relative energy (zero: lowest compared OMol25 entry of this formula, charge and spin) (kJ/mol) = 133.9
- total charge = 0
- LUMO (eV) = 1.165

Positions of all 12 atoms, in Å:
N 0.581 0.087 1.873
C -0.140 -0.273 0.610
C 0.146 0.561 -0.586
N -0.967 0.150 -1.594
H 1.604 0.444 1.838
H 0.535 -0.813 2.330
H -0.007 -1.486 0.411
H -1.175 -0.198 0.838
H 1.174 0.451 -0.989
H 0.092 1.622 -0.435
H -1.302 -0.861 -1.652
H -0.542 0.318 -2.644

Atom charges from the natural (NBO) analysis, given in e for atoms 1 to 8:
1 N -0.855
2 C -0.205
3 C -0.227
4 N -0.869
5 H 0.365
6 H 0.358
7 H 0.144
8 H 0.196